Entry 1:
{"formula": "C5H13NO", "method": "the ωB97M-V functional and the def2-TZVPD basis", "elements": ["C", "N", "C", "H", "H", "H", "H", "H", "C", "C", "C", "O", "H", "H", "H", "H", "H", "H", "H", "H"], "coordinates": [[-2.407, 1.474, -0.818], [-2.437, 1.861, -2.014], [-1.877, 0.965, -3.009], [-2.811, 2.114, -0.037], [-1.996, 0.511, -0.500], [-2.633, 0.738, -3.760], [-1.493, 0.028, -2.585], [-1.064, 1.475, -3.525], [0.686, -0.830, -0.271], [1.731, -1.258, 0.749], [1.423, -0.717, 2.138], [2.494, -1.083, 2.994], [0.528, 0.250, -0.252], [0.965, -1.146, -1.278], [-0.269, -1.319, -0.068], [2.726, -0.892, 0.484], [1.759, -2.347, 0.834], [0.476, -1.143, 2.486], [1.298, 0.374, 2.106], [2.251, -0.886, 3.903]], "smiles": "C=NC.CCCO", "homo_ev": -9.8, "spin_multiplicity": 1, "e_tot_ev": -8932.2209, "gap_ev": 10.722, "de_lowest_kj_mol": 172.71, "charge": 0}

---

Entry 2:
{"formula": "C5H13NO", "method": "the ωB97M-V functional and the def2-TZVPD basis", "elements": ["C", "C", "C", "C", "C", "N", "H", "H", "H", "H", "H", "H", "H", "H", "H", "H", "H", "O", "H", "H"], "coordinates": [[0.527, 1.581, -0.804], [0.963, 0.289, -0.034], [0.962, 0.528, 1.489], [0.194, -0.658, 2.093], [-0.844, -0.888, 0.983], [-0.049, -0.761, -0.328], [1.099, 2.477, -0.508], [0.869, 1.385, -1.834], [-0.489, 1.964, -0.821], [1.865, -0.019, -0.652], [0.649, 1.517, 1.811], [2.020, 0.564, 1.702], [-0.246, -0.257, 3.020], [0.640, -1.620, 2.254], [-1.292, -1.879, 0.988], [-1.568, -0.098, 0.812], [0.156, -1.744, -0.466], [-1.416, -0.080, -2.697], [-1.065, -0.414, -1.821], [-1.698, -0.886, -3.138]], "smiles": "C[C@H]1CCCN1.O", "homo_ev": -9.2, "spin_multiplicity": 1, "e_tot_ev": -8932.4025, "gap_ev": 10.145, "de_lowest_kj_mol": 155.18, "charge": 0}

---

Entry 3:
{"formula": "C5H13NO", "method": "the ωB97M-V functional and the def2-TZVPD basis", "elements": ["C", "C", "C", "C", "C", "N", "H", "H", "H", "H", "H", "H", "H", "H", "H", "H", "H", "O", "H", "H"], "coordinates": [[1.258, -2.269, -1.074], [0.975, -0.874, -0.565], [0.706, -0.914, 0.954], [0.915, 0.251, -1.307], [0.481, 1.534, -0.698], [0.992, 0.119, -2.727], [1.565, -2.157, -2.115], [0.294, -2.787, -1.191], [1.894, -2.912, -0.479], [0.042, -1.771, 1.096], [0.092, -0.105, 1.345], [1.666, -1.070, 1.438], [-0.576, 1.803, -0.826], [0.651, 1.635, 0.368], [1.023, 2.323, -1.232], [0.759, 0.995, -3.165], [1.876, -0.219, -3.082], [-4.383, 1.695, 4.305], [-3.834, 1.200, 3.704], [-3.701, 2.102, 4.856]], "smiles": "CC(C)=C(C)N.O", "homo_ev": -7.8, "spin_multiplicity": 1, "e_tot_ev": -8932.5911, "gap_ev": 8.398, "de_lowest_kj_mol": 136.99, "charge": 0}

---

Entry 4:
{"formula": "C5H13NO", "method": "the ωB97M-V functional and the def2-TZVPD basis", "elements": ["C", "C", "C", "C", "C", "N", "H", "H", "H", "H", "H", "H", "H", "H", "H", "H", "H", "O", "H", "H"], "coordinates": [[0.984, -2.498, -0.287], [0.964, -1.193, 0.528], [0.201, -0.147, -0.293], [0.442, 1.165, -0.185], [0.089, 2.090, -1.344], [0.812, 1.789, 1.060], [1.375, -3.438, 0.098], [-0.017, -2.639, -0.697], [1.613, -2.318, -1.172], [1.984, -0.836, 0.676], [0.543, -1.384, 1.508], [0.012, -0.467, -1.313], [0.346, 1.574, -2.272], [-0.964, 2.383, -1.434], [0.609, 3.048, -1.375], [0.306, 2.678, 1.022], [1.771, 2.130, 1.077], [-4.005, -0.895, 1.648], [-3.036, -1.009, 1.574], [-4.027, -0.032, 1.182]], "smiles": "CC/C=C(/C)N.O", "homo_ev": -9.0, "spin_multiplicity": 1, "e_tot_ev": -8932.1167, "gap_ev": 9.619, "de_lowest_kj_mol": 182.76, "charge": 0}

---

Entry 5:
{"formula": "C5H13NO", "method": "the ωB97M-V functional and the def2-TZVPD basis", "elements": ["C", "N", "C", "O", "H", "H", "H", "H", "H", "C", "C", "C", "H", "H", "H", "H", "H", "H", "H", "H"], "coordinates": [[2.024, -0.608, 0.632], [1.572, -1.870, 1.203], [1.074, -0.126, -0.443], [1.238, 0.977, -1.005], [0.757, -1.743, 1.794], [2.298, -2.302, 1.764], [0.621, -0.962, -1.000], [2.200, 0.208, 1.345], [2.972, -0.794, 0.121], [-1.826, 0.210, -0.737], [-0.855, 0.391, 0.964], [-1.416, 1.217, -1.696], [-1.612, -0.821, -1.000], [-2.795, 0.328, -0.265], [-1.419, 0.865, -2.728], [-0.244, 1.338, -1.531], [-1.915, 2.176, -1.579], [-1.327, -0.438, 1.489], [-1.406, 1.303, 1.184], [0.060, 0.652, 1.488]], "homo_ev": -9.1, "spin_multiplicity": 1, "e_tot_ev": -8929.6481, "gap_ev": 10.015, "de_lowest_kj_mol": 420.94, "charge": 0}

---

Entry 6:
{"formula": "C5H13NO", "method": "the ωB97M-V functional and the def2-TZVPD basis", "elements": ["N", "C", "C", "C", "C", "C", "O", "H", "H", "H", "H", "H", "H", "H", "H", "H", "H", "H", "H", "H"], "coordinates": [[1.345, -1.791, -1.124], [0.326, -2.043, -0.119], [-0.921, -1.089, -0.120], [-0.699, 0.262, -0.798], [0.356, 1.202, -0.198], [0.093, 1.584, 1.259], [-1.035, 2.468, 1.190], [2.242, -1.513, -0.763], [1.115, -1.241, -1.928], [-0.123, -3.019, -0.330], [0.817, -2.080, 0.849], [-1.741, -1.644, -0.578], [-1.143, -0.891, 0.930], [-0.561, 0.121, -1.867], [-1.661, 0.788, -0.752], [1.390, 0.884, -0.376], [0.318, 2.134, -0.766], [-0.103, 0.733, 1.926], [1.006, 2.076, 1.618], [-1.021, 3.061, 1.946]], "smiles": "NCCCCCO", "homo_ev": -8.7, "spin_multiplicity": 1, "e_tot_ev": -8932.7160, "gap_ev": 9.543, "de_lowest_kj_mol": 124.93, "charge": 0}

---

Entry 7:
{"formula": "C5H13NO", "method": "the ωB97M-V functional and the def2-TZVPD basis", "elements": ["C", "C", "C", "H", "H", "H", "H", "H", "H", "H", "H", "C", "C", "O", "N", "H", "H", "H", "H", "H"], "coordinates": [[-1.486, 0.332, -0.237], [-1.309, 1.071, 1.001], [-1.731, -1.160, -0.135], [-2.112, 0.824, -0.982], [-0.236, 0.376, -0.726], [-0.079, 1.157, 1.112], [-1.657, 0.581, 1.907], [-1.613, 2.115, 0.960], [-1.637, -1.648, -1.107], [-2.730, -1.365, 0.262], [-0.998, -1.614, 0.534], [1.864, -0.692, -1.183], [1.263, 0.572, -0.620], [1.714, -0.169, 1.491], [1.419, 0.954, 0.653], [1.950, 0.249, 2.328], [1.336, 1.441, -1.272], [1.643, -1.546, -0.546], [1.453, -0.886, -2.175], [2.948, -0.593, -1.265]], "homo_ev": -8.7, "spin_multiplicity": 1, "e_tot_ev": -8929.5636, "gap_ev": 9.693, "de_lowest_kj_mol": 429.10, "charge": 0}

---

Entry 8:
{"formula": "C5H13NO", "method": "the ωB97M-V functional and the def2-TZVPD basis", "elements": ["C", "C", "C", "N", "H", "H", "H", "H", "H", "H", "H", "H", "H", "C", "C", "O", "H", "H", "H", "H"], "coordinates": [[-0.664, 0.632, -0.970], [2.014, 0.336, -0.623], [2.132, 0.480, 0.752], [-0.912, 1.726, -0.116], [-1.391, 1.446, 0.737], [-0.076, 2.226, 0.157], [-0.029, 0.893, -1.807], [-1.582, 0.242, -1.399], [2.133, -0.623, -1.104], [1.941, 1.195, -1.271], [2.671, -0.296, 1.292], [2.312, 1.475, 1.145], [0.886, 0.056, 1.239], [-1.958, -1.530, 0.147], [-0.537, -1.022, 0.241], [-0.194, -0.555, 1.416], [0.190, -1.680, -0.252], [-2.207, -1.835, -0.869], [-2.664, -0.768, 0.480], [-2.065, -2.396, 0.805]], "homo_ev": [-7.4, -7.4], "spin_multiplicity": 1, "e_tot_ev": -8929.0651, "gap_ev": [7.447, 7.447], "de_lowest_kj_mol": 477.19, "charge": 0}